(1)
Density functional theory data (ωB97M-V/def2-TZVPD) for an isolated ion of composition C36H48N5O4 and charge +1.

Each line ends with the natural charge from an NBO analysis.
Positions of all 93 atoms, in Å:
1 C -0.839 -5.709 2.758  -0.617
2 H 0.204 -6.000 2.649  0.213
3 H -1.448 -6.307 2.084  0.215
4 H -1.146 -5.929 3.776  0.235
5 C -1.020 -4.220 2.476  0.121
6 N -0.589 -3.995 1.083  -0.625
7 C -0.587 -2.817 0.458  0.755
8 O -0.979 -1.762 0.919  -0.669
9 C 0.025 -2.859 -0.958  -0.140
10 N -0.567 -1.812 -1.813  -0.454
11 C 0.118 -1.808 -3.120  -0.210
12 C 1.600 -1.516 -2.925  -0.257
13 N 2.175 -2.549 -2.082  -0.437
14 C 1.519 -2.553 -0.793  -0.239
15 H 1.976 -3.324 -0.170  0.223
16 H 1.605 -1.583 -0.272  0.206
17 C 3.631 -2.479 -1.990  -0.232
18 C 4.155 -1.189 -1.411  -0.103
19 C 4.551 -0.135 -2.229  -0.161
20 C 5.002 1.040 -1.653  -0.245
21 C 5.024 1.128 -0.269  0.043
22 N 4.633 0.144 0.522  -0.432
23 C 4.223 -0.981 -0.036  0.034
24 H 3.951 -1.766 0.660  0.186
25 H 5.374 2.021 0.229  0.206
26 H 5.332 1.868 -2.260  0.230
27 H 4.524 -0.243 -3.304  0.215
28 H 4.021 -2.617 -3.002  0.215
29 H 3.958 -3.324 -1.379  0.214
30 H 2.099 -1.541 -3.895  0.226
31 H 1.715 -0.511 -2.491  0.211
32 H -0.010 -2.789 -3.587  0.219
33 H -0.332 -1.045 -3.755  0.232
34 C -2.035 -1.876 -1.959  -0.241
35 H -2.291 -2.437 -2.861  0.228
36 H -2.468 -2.389 -1.099  0.219
37 C -2.634 -0.449 -2.067  0.103
38 O -3.845 -0.496 -2.770  -0.696
39 H -4.543 -0.861 -2.214  0.472
40 C -2.768 0.225 -0.686  -0.463
41 H -3.829 0.423 -0.518  0.245
42 H -2.422 -0.441 0.104  0.248
43 C -2.024 1.568 -0.548  -0.280
44 C -0.551 1.312 -0.262  0.740
45 O 0.108 0.526 -0.966  -0.737
46 N 0.027 1.973 0.724  -0.576
47 H -0.498 2.566 1.356  0.439
48 C 1.414 1.832 1.096  -0.122
49 C 2.322 2.887 0.512  0.026
50 C 2.336 3.403 -0.767  -0.219
51 C 3.269 4.384 -1.072  -0.217
52 C 4.162 4.832 -0.113  -0.190
53 C 4.150 4.305 1.172  -0.219
54 C 3.225 3.326 1.478  -0.026
55 C 3.015 2.584 2.766  -0.473
56 H 3.719 1.752 2.826  0.249
57 H 3.133 3.205 3.654  0.232
58 C 1.580 2.057 2.627  0.122
59 H 1.394 1.143 3.195  0.195
60 O 0.623 2.987 3.081  -0.719
61 H 0.934 3.876 2.866  0.477
62 H 4.849 4.654 1.916  0.224
63 H 4.877 5.600 -0.366  0.222
64 H 3.295 4.806 -2.066  0.220
65 H 1.636 3.053 -1.511  0.216
66 H 1.761 0.835 0.805  0.238
67 H -2.063 2.081 -1.517  0.234
68 C -2.714 2.468 0.490  -0.424
69 C -4.147 2.741 0.107  -0.054
70 C -5.196 2.165 0.811  -0.217
71 C -6.509 2.406 0.443  -0.200
72 C -6.786 3.226 -0.637  -0.208
73 C -5.747 3.808 -1.343  -0.211
74 C -4.436 3.567 -0.972  -0.163
75 H -3.631 4.034 -1.520  0.199
76 H -5.958 4.454 -2.181  0.220
77 H -7.809 3.415 -0.924  0.222
78 H -7.314 1.955 1.003  0.220
79 H -4.985 1.529 1.660  0.211
80 H -2.686 1.987 1.470  0.219
81 H -2.192 3.426 0.545  0.221
82 H -1.980 0.147 -2.714  0.182
83 H -0.339 -0.841 -1.357  0.524
84 H -0.120 -3.831 -1.439  0.224
85 H -0.216 -4.802 0.607  0.406
86 C -2.490 -3.825 2.614  -0.622
87 H -3.107 -4.399 1.926  0.210
88 H -2.616 -2.766 2.405  0.230
89 H -2.829 -4.020 3.626  0.223
90 C -0.146 -3.385 3.412  -0.623
91 H -0.257 -2.328 3.186  0.231
92 H -0.446 -3.552 4.442  0.223
93 H 0.900 -3.660 3.306  0.210

Results
Relative energy (zero: lowest compared OMol25 entry of this formula, charge and spin) ... 0.0 kcal per mole
Frontier orbital gap ... 9.43 eV
Charge ... +1
E_LUMO ... -1.83 eV
E_tot ... -53748.671 eV


(2)
Density functional theory data (ωB97M-V/def2-TZVPD) for C4H6N4 as an isolated structure.

Each line ends with the natural charge from an NBO analysis.
Positions of all 14 atoms, in Å:
1 C -2.640 0.056 0.028  -0.428
2 C 0.700 -0.556 -0.076  0.047
3 C 2.239 -0.669 -0.130  -0.229
4 C 0.751 0.796 0.049  0.202
5 H -3.380 0.417 -0.810  0.224
6 H -3.044 0.278 1.008  0.212
7 H -2.525 -1.286 0.148  0.259
8 H 2.609 -0.896 -1.091  0.220
9 H 2.985 -0.818 0.716  0.217
10 H 2.573 1.116 0.915  0.341
11 N -1.283 0.255 -0.134  -0.030
12 N -0.571 -0.936 -0.175  -0.255
13 N 2.104 0.910 -0.136  -0.559
14 N -0.518 1.332 -0.311  -0.221

Results
Relative energy (zero: lowest compared OMol25 entry of this formula, charge and spin) ... 153.3 kcal per mole
Frontier orbital gap ... 9.60 eV
Charge ... 0
E_LUMO ... 0.76 eV
E_tot ... -10199.291 eV


(3)
Density functional theory data (ωB97M-V/def2-TZVPD) for a 4-piece molecular cluster, C13H30FI2O9S3 overall.

Each line ends with the natural charge from an NBO analysis.
Positions of all 58 atoms, in Å:
1 C -0.572 2.712 2.955  -0.659
2 C -1.817 1.876 2.779  -0.257
3 I -3.465 3.340 2.752  -0.032
4 C -1.932 0.838 3.850  -0.311
5 I -3.954 -0.269 3.683  -0.248
6 C -0.878 -0.158 3.768  -0.211
7 F 0.034 0.070 2.640  -0.466
8 H -0.614 3.575 2.293  0.211
9 H -0.514 3.091 3.975  0.207
10 H 0.313 2.125 2.719  0.235
11 H -1.869 1.406 1.803  0.221
12 H -2.027 1.313 4.819  0.207
13 H -0.250 -0.129 4.656  0.134
14 O -0.195 5.135 -0.506  -0.938
15 S 1.054 4.456 -0.628  2.386
16 O 2.109 4.753 0.287  -0.945
17 O 1.593 4.668 -2.113  -0.728
18 C 1.615 6.031 -2.598  -0.078
19 C 2.797 6.820 -2.075  -0.640
20 C 0.799 2.723 -0.704  -0.884
21 H 0.668 6.507 -2.345  0.204
22 H 1.660 5.924 -3.680  0.188
23 H 2.717 6.992 -1.003  0.232
24 H 2.840 7.785 -2.582  0.210
25 H 3.726 6.282 -2.262  0.213
26 H 0.026 2.515 -1.436  0.257
27 H 0.478 2.416 0.291  0.277
28 H 1.738 2.243 -0.966  0.244
29 O -2.180 -4.593 2.715  -0.958
30 S -2.276 -3.782 1.540  2.386
31 O -3.479 -3.067 1.274  -0.937
32 O -2.002 -4.755 0.291  -0.730
33 C -2.769 -5.972 0.262  -0.076
34 C -4.187 -5.763 -0.230  -0.639
35 C -0.922 -2.688 1.426  -0.914
36 H -2.752 -6.422 1.256  0.200
37 H -2.212 -6.622 -0.411  0.179
38 H -4.768 -5.175 0.478  0.237
39 H -4.672 -6.732 -0.364  0.201
40 H -4.183 -5.234 -1.183  0.210
41 H 0.001 -3.240 1.575  0.246
42 H -1.079 -1.955 2.232  0.311
43 H -0.937 -2.199 0.456  0.253
44 O 2.119 -2.927 -0.436  -0.942
45 S 2.198 -1.610 -0.982  2.393
46 O 1.036 -0.786 -0.998  -0.936
47 O 2.784 -1.714 -2.454  -0.729
48 C 2.138 -2.672 -3.333  -0.078
49 C 0.829 -2.162 -3.894  -0.641
50 C 3.529 -0.731 -0.253  -0.891
51 H 2.007 -3.608 -2.790  0.205
52 H 2.871 -2.837 -4.119  0.189
53 H 0.072 -2.067 -3.119  0.236
54 H 0.466 -2.859 -4.650  0.214
55 H 0.967 -1.183 -4.354  0.214
56 H 4.419 -1.353 -0.287  0.248
57 H 3.230 -0.532 0.774  0.271
58 H 3.670 0.198 -0.797  0.247

Results
Relative energy (zero: lowest compared OMol25 entry of this formula, charge and spin) ... 9.5 kcal per mole
Frontier orbital gap ... 4.67 eV
Charge ... -1
E_LUMO ... 1.94 eV
E_tot ... -83818.028 eV


(4)
Density functional theory data (ωB97M-V/def2-TZVPD) for C9H31O7Ti2 as an isolated structure.

Each line ends with the natural charge from an NBO analysis.
Positions of all 49 atoms, in Å:
1 Ti -8.214 -5.426 -19.815  1.065
2 Ti -5.096 -5.216 -20.002  0.708
3 O -6.756 -3.782 -19.436  -1.282
4 H -6.550 -3.403 -20.302  0.460
5 C -7.361 -0.112 -19.188  -0.254
6 O -7.355 -1.027 -20.299  -0.766
7 H -8.259 -0.286 -18.596  0.185
8 H -6.452 -0.244 -18.599  0.181
9 H -7.331 0.897 -19.593  0.197
10 H -7.416 -1.925 -19.928  0.476
11 C -3.774 -2.205 -18.458  -0.235
12 O -4.790 -2.495 -17.516  -0.731
13 H -3.693 -2.970 -19.250  0.116
14 H -3.978 -1.243 -18.935  0.164
15 H -2.832 -2.076 -17.934  0.201
16 H -5.526 -2.904 -17.986  0.475
17 C -8.688 -3.747 -16.527  -0.256
18 O -8.906 -3.680 -17.934  -0.794
19 H -8.897 -2.803 -16.029  0.193
20 H -9.250 -4.550 -16.051  0.188
21 H -7.649 -4.017 -16.311  0.174
22 H -8.053 -3.512 -18.372  0.492
23 C -3.648 -0.115 -23.371  -0.626
24 C -4.364 -0.396 -22.058  -0.066
25 O -5.419 -1.363 -22.270  -0.804
26 H -2.810 0.564 -23.230  0.226
27 H -4.363 0.307 -24.077  0.218
28 H -3.290 -1.057 -23.787  0.202
29 H -4.891 0.487 -21.689  0.174
30 H -3.640 -0.734 -21.310  0.159
31 H -6.103 -1.123 -21.604  0.512
32 C -3.370 -4.682 -24.131  -0.642
33 C -4.555 -4.872 -23.198  -0.072
34 O -4.267 -4.137 -21.983  -0.824
35 H -3.337 -3.657 -24.504  0.216
36 H -3.462 -5.232 -25.075  0.229
37 H -2.428 -4.995 -23.689  0.227
38 H -4.716 -5.920 -22.944  0.185
39 H -5.461 -4.473 -23.660  0.173
40 H -4.520 -3.211 -22.196  0.524
41 C -8.770 -2.868 -23.602  -0.648
42 C -8.088 -3.999 -22.836  -0.064
43 O -9.042 -4.597 -21.923  -0.802
44 H -9.297 -2.228 -22.898  0.233
45 H -9.453 -3.202 -24.382  0.220
46 H -7.955 -2.305 -24.064  0.241
47 H -7.262 -3.613 -22.235  0.170
48 H -7.638 -4.742 -23.500  0.182
49 H -9.733 -4.917 -22.520  0.502

Results
2S+1 ... 7
Frontier orbital gap (spin up / spin down) ... 5.85 / 9.12 eV
Charge ... +1
E_LUMO (spin up / spin down) ... -3.22 / -3.72 eV
E_tot ... -70387.174 eV
⟨S²⟩ ... 12.003


(5)
Density functional theory data (ωB97M-V/def2-TZVPD) for a 9-piece molecular cluster, C41H44Cl2F6O2S2 overall.

Each line ends with the Löwdin charge.
Positions of all 97 atoms, in Å:
1 C 16.524 15.837 7.052  -0.295
2 S 16.668 16.526 8.579  0.790
3 O 16.868 15.358 9.536  -0.522
4 C 18.308 17.343 8.389  -0.228
5 H 16.534 16.533 6.258  0.059
6 H 15.542 15.380 7.169  0.038
7 H 17.291 15.093 6.992  0.064
8 H 18.726 17.595 9.365  0.039
9 H 18.289 18.149 7.627  0.065
10 H 18.975 16.545 7.992  0.058
11 C 13.015 14.087 12.397  -0.231
12 S 12.472 15.540 13.336  0.825
13 O 13.711 16.366 13.498  -0.573
14 C 11.782 16.371 11.965  -0.260
15 H 12.227 13.687 11.848  0.012
16 H 13.362 13.276 13.052  0.056
17 H 13.788 14.392 11.679  0.060
18 H 12.516 16.313 11.163  0.040
19 H 11.666 17.485 12.216  0.078
20 H 10.843 15.871 11.776  0.040
21 F 17.166 12.633 11.538  -0.014
22 C 18.124 13.576 11.970  -0.241
23 C 17.762 14.451 13.000  -0.012
24 C 18.645 15.425 13.436  -0.077
25 C 19.882 15.419 12.803  -0.084
26 C 20.153 14.531 11.700  -0.074
27 C 19.307 13.523 11.295  -0.024
28 H 16.825 14.309 13.483  0.102
29 H 18.394 16.212 14.178  0.102
30 H 20.612 16.164 13.140  0.098
31 H 21.168 14.623 11.326  0.097
32 H 19.549 12.753 10.617  0.111
33 F 10.322 12.133 13.918  0.086
34 C 9.603 12.687 12.958  -0.336
35 C 8.942 13.789 13.263  -0.019
36 C 8.165 14.479 12.271  -0.057
37 C 8.181 13.953 11.016  -0.109
38 C 8.931 12.821 10.667  -0.096
39 C 9.603 12.162 11.646  -0.016
40 H 8.920 14.166 14.232  0.094
41 H 7.664 15.410 12.540  0.099
42 H 7.549 14.398 10.215  0.117
43 H 8.790 12.445 9.660  0.105
44 H 10.295 11.269 11.509  0.127
45 F 13.264 6.992 13.845  0.061
46 C 13.599 8.129 13.242  -0.304
47 C 12.758 8.653 12.307  -0.020
48 C 13.067 9.877 11.667  -0.061
49 C 14.272 10.477 12.097  -0.079
50 C 15.161 9.866 13.057  -0.070
51 C 14.830 8.684 13.682  -0.001
52 H 11.884 8.101 12.011  0.112
53 H 12.483 10.423 10.978  0.064
54 H 14.632 11.427 11.683  0.084
55 H 16.034 10.408 13.361  0.092
56 H 15.383 8.145 14.446  0.118
57 F 10.088 14.845 7.356  0.021
58 C 11.262 14.515 8.012  -0.232
59 C 12.150 15.559 8.343  0.011
60 C 13.430 15.160 8.756  -0.106
61 C 13.754 13.825 8.926  -0.090
62 C 12.792 12.878 8.639  -0.092
63 C 11.580 13.177 8.140  -0.033
64 H 11.822 16.550 8.305  0.099
65 H 14.184 15.929 8.961  0.071
66 H 14.726 13.628 9.294  0.093
67 H 13.128 11.886 8.832  0.100
68 H 10.805 12.496 7.828  0.120
69 F 8.133 16.454 14.689  0.019
70 C 9.061 17.460 14.535  -0.274
71 C 8.963 18.317 13.490  -0.012
72 C 9.985 19.304 13.353  -0.085
73 C 10.978 19.333 14.308  -0.100
74 C 11.004 18.456 15.436  -0.063
75 C 10.013 17.501 15.544  -0.019
76 H 8.262 18.219 12.704  0.105
77 H 10.050 20.045 12.591  0.098
78 H 11.764 20.095 14.220  0.109
79 H 11.852 18.534 16.107  0.089
80 H 10.002 16.786 16.340  0.112
81 F 16.372 19.209 10.322  0.014
82 C 16.787 19.196 11.622  -0.256
83 C 18.095 19.460 11.947  -0.032
84 C 18.530 19.218 13.241  -0.080
85 C 17.642 18.813 14.250  -0.110
86 C 16.354 18.509 13.900  -0.096
87 C 15.880 18.674 12.586  0.014
88 H 18.771 19.848 11.164  0.126
89 H 19.522 19.297 13.473  0.073
90 H 18.014 18.626 15.242  0.098
91 H 15.598 18.144 14.650  0.113
92 H 14.869 18.301 12.394  0.098
93 C 14.783 15.547 16.773  -0.980
94 Cl 13.258 16.139 17.577  0.471
95 Cl 16.195 16.265 17.511  0.516
96 H 14.914 14.520 17.011  0.005
97 H 14.688 15.798 15.712  -0.004

Results
Frontier orbital gap ... 9.33 eV
Charge ... 0
E_LUMO ... 0.47 eV
E_tot ... -110342.127 eV


Which of these has the lowest E_tot? C41H44Cl2F6O2S2